Density functional theory data (ωB97M-V/def2-TZVPD) for a 6-piece molecular cluster, C35H83B3FNO8 overall at a distorted geometry.

The total energy comes out at -60265.335 eV. As for the lowest unoccupied orbital energy: 0.583 eV. The gap between HOMO and LUMO is 9.107 eV.

Last column: Löwdin charge in e.
Element x y z (Å)
C (1.82804, -2.35002, 1.92595)  -0.21
O (-1.41259, -5.50941, 5.09078)  -0.06
H (-7.42335, -3.91253, 6.76892)  0.08
H (3.77092, -0.03856, 0.19287)  0.11
H (-1.08512, 5.69600, -0.41648)  0.08
H (6.75886, 0.00787, -1.73541)  0.07
H (-1.70832, -4.29723, 7.44247)  0.08
O (-5.21259, -3.98606, -0.74062)  -0.06
H (-6.44498, -0.96216, 6.35265)  0.08
C (-6.65929, -2.73764, 5.12353)  -0.50
H (-7.03050, -2.31387, 0.33525)  0.08
C (-2.40109, -1.04703, 0.40986)  -0.23
H (1.35543, 5.77825, -8.29543)  0.08
H (5.53096, -5.72611, 0.50256)  0.08
H (0.43354, 6.64215, 1.47710)  0.12
O (-0.73301, 4.42978, -6.02138)  -0.06
C (4.40799, 8.23668, -4.09011)  -0.08
H (-2.87000, -2.02691, 0.44365)  0.09
C (4.55607, 6.42887, -2.40927)  -0.20
H (5.94635, -6.99807, -3.02691)  0.08
H (6.54248, -6.75909, -0.52185)  0.08
H (3.90036, -0.79309, -2.08405)  0.11
C (2.38779, -2.33172, 0.50703)  -0.20
H (0.39549, -7.16793, 6.19200)  0.08
C (0.76023, -6.17764, 5.90550)  -0.06
H (-1.69936, 1.27430, 0.00954)  0.09
H (0.51332, 4.22129, -8.36606)  0.08
C (-5.44375, -3.75104, 0.65002)  -0.50
H (1.83245, -1.35396, 2.35773)  0.12
H (-0.41646, -0.36493, 0.89040)  0.11
H (-0.17467, 3.78528, -3.28750)  0.11
H (4.22323, -2.27348, 1.55007)  0.10
H (-8.11846, -1.50079, 6.12986)  0.08
C (-6.06703, -2.37804, 0.84852)  -0.05
H (2.14705, -3.26805, 0.01634)  0.10
C (5.71804, 0.27074, -1.85312)  -0.11
H (-1.69473, 1.81433, -2.91403)  0.11
C (-1.19910, 1.48411, -2.00674)  -0.20
C (0.50158, 3.31724, -2.57309)  -0.05
H (-0.41425, 5.71610, -8.36530)  0.08
F (5.38730, 6.02598, -1.34208)  -0.02
O (2.60819, 6.67462, -0.81989)  0.34
H (-3.05304, 1.76289, -0.94694)  0.11
C (0.47558, 5.23033, -7.95539)  -0.06
H (3.09132, -5.98015, -1.10901)  0.09
C (-2.65431, -0.37754, -0.92744)  -0.19
C (-1.60468, 7.61099, -0.89392)  -0.13
H (0.00801, -4.18253, 5.65503)  0.13
H (-6.06688, -3.96300, -1.18624)  0.08
H (-1.66465, -2.81881, 2.02496)  0.10
H (5.59166, 0.56785, -2.88729)  0.06
H (-2.18620, -0.96813, -1.70221)  0.11
C (4.44907, -0.86446, -0.01042)  -0.23
C (-0.79157, -2.18399, 1.94506)  -0.20
H (-5.71332, -2.60495, 4.59628)  0.14
H (-0.54667, 0.65451, -2.26237)  0.11
O (1.23545, 4.77473, -0.60507)  0.31
C (0.34915, 6.58329, -5.84004)  -0.06
H (0.51193, 7.99406, 0.37882)  0.11
O (2.29331, 5.19356, -2.67077)  0.32
C (4.96660, -5.70821, -1.58223)  -0.50
H (5.57248, -4.83001, -1.81042)  0.13
H (-0.12419, -4.73333, 8.10482)  0.08
C (-7.14785, -1.39234, 5.63812)  -0.06
H (-0.81097, -1.50503, 2.79352)  0.11
C (-6.47317, -3.73314, 6.25828)  -0.06
H (-0.54453, 7.11119, -6.18463)  0.08
H (4.90131, -7.26198, -0.08092)  0.08
H (5.35965, -0.62743, 0.53449)  0.11
H (0.29783, 6.53136, -4.75142)  0.07
H (-0.99490, 3.39383, -1.07681)  0.11
H (1.27658, 4.65798, -6.04569)  0.14
C (-0.36131, -5.15330, 5.98799)  -0.51
C (-2.20323, 1.09546, -0.93350)  -0.20
N (-1.03226, 6.61262, 0.00178)  -0.12
C (-0.34565, 2.63518, -1.49274)  -0.22
H (-1.52390, 4.86997, -6.35304)  0.09
H (4.14023, 9.27801, -4.19182)  0.07
H (4.30444, -7.50185, -2.59016)  0.08
H (5.24857, 7.99692, -4.72305)  0.08
H (1.59037, -5.91178, 6.56152)  0.08
H (4.54055, -6.12398, -3.65805)  0.08
H (1.95089, -1.52401, -0.06201)  0.10
C (5.52487, -6.40522, -0.35068)  -0.06
H (-8.42776, -3.38484, 4.60212)  0.09
H (-0.85974, 7.98012, -1.60765)  0.08
H (5.30571, -1.82485, -1.69622)  0.10
C (0.33986, 6.92666, 0.42757)  -0.08
H (4.84626, 5.90235, -3.31068)  0.14
H (0.44234, -3.42141, 3.11600)  0.09
H (-1.32100, -5.98772, 7.73615)  0.08
H (4.38607, -3.00342, -0.03071)  0.08
H (-5.42381, -1.60291, 0.42858)  0.06
H (-6.22766, -2.16607, 1.90667)  0.07
H (-6.48962, -4.68904, 2.29639)  0.06
H (3.52316, 7.68476, -4.38473)  0.07
H (1.13360, -6.25210, 4.88384)  0.08
B (1.43223, 6.11778, -0.35635)  -0.49
B (1.37369, 4.45477, -1.93978)  -0.51
H (-1.95843, 8.46599, -0.33632)  0.07
H (-2.41703, 7.15275, -1.43825)  0.08
H (-7.30044, -4.85577, 0.72958)  0.08
H (0.31085, 2.27450, -0.70756)  0.12
C (4.94525, -6.63782, -2.78597)  -0.06
O (-7.57944, -3.25720, 4.16236)  -0.07
H (3.93397, 8.46528, -2.04716)  0.11
H (2.53503, -2.95020, 2.49203)  0.10
C (-0.92694, -1.30545, 0.71214)  -0.21
C (0.47482, -3.04070, 2.09930)  -0.20
H (-3.73104, -0.37168, -1.04298)  0.09
H (-5.87462, -5.82433, 1.07901)  0.08
H (-6.12518, -4.69160, 5.87254)  0.08
B (3.07335, 6.06006, -1.95010)  -0.48
H (5.48382, 1.13699, -1.25950)  0.06
C (4.80310, -0.88981, -1.49012)  -0.26
H (-4.46447, -3.78186, 1.13017)  0.13
H (1.22584, 7.16958, -6.11955)  0.08
H (0.37871, -3.90263, 1.44926)  0.11
H (-5.75100, -3.36945, 6.99028)  0.08
H (1.10871, 2.62544, -3.14811)  0.12
C (-6.32754, -4.84324, 1.22916)  -0.06
H (-1.75559, -6.36746, 5.36516)  0.08
H (-0.49296, -1.74021, -0.18043)  0.11
H (-2.86964, -0.48263, 1.21066)  0.12
C (4.68202, 7.92551, -2.61261)  -0.19
C (3.92131, -2.19026, 0.51158)  -0.20
C (0.40526, 5.18493, -6.43671)  -0.50
H (5.65618, 8.27696, -2.30098)  0.12
H (-7.27801, -0.69180, 4.81288)  0.08
C (-0.90461, -5.03277, 7.40383)  -0.06
O (3.65174, -5.22303, -1.31442)  -0.06